Entry 1:
Density functional theory data (ωB97M-V with the def2-TZVPD basis set) for an isolated ion of composition C5H8NO and charge +1 in a non-equilibrium geometry.

The molar mass comes out at 98.12 g mol⁻¹. The spin multiplicity is 1. The SMILES is C=C1[N@@H+]2[C@@H](O)[C@]12C. The value obtained for the energy above the lowest of the compared OMol25 structures with the same formula, charge and spin is 58.0 kcal/mol. Its charge is +1.

Geometry as XYZ:
```
15
C5H8NO | the OMol25 dataset | ωB97M-V with the def2-TZVPD basis set
C 0.40 -1.02 -0.53
C 0.76 -2.14 -1.06
C 0.73 1.16 -0.01
C -0.05 -0.04 0.41
C -1.20 -0.07 1.34
N 0.00 0.41 -1.06
O 0.21 2.34 0.34
H 0.83 -2.28 -2.13
H 0.99 -2.98 -0.43
H 1.81 1.08 -0.13
H -2.07 0.42 0.90
H -0.94 0.46 2.25
H -1.46 -1.10 1.58
H -0.79 0.69 -1.63
H 0.79 3.09 0.16
```



Entry 2:
Density functional theory data (ωB97M-V with the def2-TZVPD basis set) for one molecule with the formula C4H5FO3 in a non-equilibrium geometry.

The molar mass comes out at 120.08 g mol⁻¹. The spin multiplicity is 1. The SMILES is O=C(O)/C(F)=C\CO. The value obtained for the energy above the lowest of the compared OMol25 structures with the same formula, charge and spin is 17.8 kcal/mol.

Geometry as XYZ:
```
13
C4H5FO3 | the OMol25 dataset | ωB97M-V with the def2-TZVPD basis set
C -0.27 1.28 0.42
C -0.02 0.47 -0.80
C 0.12 -0.85 -0.93
C 0.49 -1.79 0.11
H -1.65 2.42 -0.26
H 0.76 1.45 1.11
H -1.11 0.76 1.13
H -0.15 1.01 -1.72
H 1.19 -1.77 1.95
O -0.73 2.63 -0.01
O 0.75 -1.21 1.26
O 0.58 -2.97 -0.10
F 0.05 -1.42 -2.15
```



Entry 3:
Density functional theory data (ωB97M-V with the def2-TZVPD basis set) for a 2-piece molecular cluster, C2H4F2 overall in a non-equilibrium geometry.

The molar mass comes out at 66.05 g mol⁻¹. The spin multiplicity is 1. The value obtained for the energy above the lowest of the compared OMol25 structures with the same formula, charge and spin is 74.7 kcal/mol.

Geometry as XYZ:
```
8
C2H4F2 | the OMol25 dataset | ωB97M-V with the def2-TZVPD basis set
C -1.06 -0.17 -0.69
C 0.92 0.19 0.64
F 1.93 0.67 -0.08
F 1.20 -1.00 1.17
H -0.70 -1.07 -1.16
H -1.85 -0.25 0.02
H -0.98 0.72 -1.29
H 0.53 0.89 1.38
```



| no. | highest occupied orbital energy (eV) |
| --- | --- |
| 1 | -15.024 |
| 2 | -10.037 |
| 3 | -8.774 |